#w
C4H13N3O | the ωB97M-V functional and the def2-TZVPD basis

Output
Charge: +1
Multiplicity: 2
HOMO level (spin up / spin down): -14.41 / -13.43 eV

Atoms and positions in Å:
C  0.75400  1.89590  -0.10745
C  0.01548  1.38638  -1.42914
C  -0.72077  0.08187  -1.21464
N  -1.58625  -2.50022  0.25828
C  -0.41352  -2.08924  0.01606
N  0.00546  -0.80843  -0.33058
N  -0.18544  2.01827  0.96810
H  1.57397  1.24803  0.17346
H  1.17504  2.88455  -0.31299
H  0.85846  1.26544  -2.11357
H  -0.62996  2.20981  -1.70195
H  -1.71514  0.26735  -0.82372
H  -0.79347  -0.37870  -2.21084
H  -2.33769  -1.82603  0.10393
H  0.38156  -2.79429  0.25368
H  1.00961  -0.80111  -0.50661
H  -1.01637  2.56500  0.75427
H  -0.39572  1.10416  1.37281
H  1.81494  -1.40711  1.94042
H  0.65091  -2.05441  2.59875
O  1.55490  -2.26723  2.31173

#x
C4H13N3O | the ωB97M-V functional and the def2-TZVPD basis

Output
Charge: +1
Multiplicity: 2
HOMO level (spin up / spin down): -12.43 / -14.20 eV

Atoms and positions in Å:
C  1.48958  -0.15516  1.73990
C  1.37397  0.30779  0.34113
C  -0.17037  0.21716  0.03016
C  -0.83862  1.41962  -0.11564
N  -2.08517  1.33182  -0.79092
N  -0.54196  -1.03843  -0.10570
N  1.31452  -1.54250  1.93461
H  0.92752  0.49122  2.39383
H  2.71056  -0.16069  2.12014
H  1.63584  1.35654  0.28234
H  1.86971  -0.30749  -0.40225
H  -0.24653  2.31642  -0.14213
H  -2.08156  0.95376  -1.73910
H  -2.48851  2.25954  -0.81566
H  0.50529  -1.89341  1.40267
H  -1.53434  -1.28280  -0.15186
H  1.22253  -1.81672  2.90634
H  3.25154  0.28321  2.69353
H  0.03821  -0.20496  -3.07319
H  -0.81580  -0.88571  -1.98604
O  -0.87710  -0.40835  -2.84502

Q: Which of them is the least stable? A: #x.

#w
C3H5Cl2N | the ωB97M-V functional and the def2-TZVPD basis

Output
SMILES string: CCN=C(Cl)Cl
HOMO level: -9.35 eV

Atoms and positions in Å:
C  -0.68477  -0.96796  0.37715
C  0.32164  0.25542  0.14125
N  -0.51231  0.91055  -0.72267
C  -1.33494  1.75253  -0.35679
Cl  -3.19920  1.99443  -0.73808
Cl  -0.76690  3.07887  0.62475
H  -0.77676  -0.88442  1.50482
H  -0.01283  -1.75883  0.40458
H  -1.70776  -1.34803  -0.09518
H  0.53906  0.82979  1.09863
H  1.21139  0.01818  -0.36094

#x
C3H5Cl2N | the ωB97M-V functional and the def2-TZVPD basis

Output
SMILES string: C=CC(N)(Cl)Cl
HOMO level: -9.60 eV

Atoms and positions in Å:
C  0.05769  1.93413  0.67439
C  -0.10986  0.96360  -0.24015
C  -0.13738  -0.86223  0.20175
N  0.39104  -1.45587  -0.95675
Cl  -1.82932  -1.16240  0.65779
Cl  0.96084  -1.12817  1.59265
H  0.39056  2.86779  0.30444
H  0.08498  1.73900  1.66484
H  -0.34634  0.99616  -1.20281
H  -0.11698  -1.35728  -1.82460
H  0.65477  -2.53472  -0.87156

Q: Which of them is the least stable? A: #w.

#w
C3H2N2OS | the ωB97M-V functional and the def2-TZVPD basis

Output
SMILES string: S=Cc1nnco1
HOMO level: -9.52 eV

Atoms and positions in Å:
S  -2.23256  -0.87673  -0.45908
C  -0.64581  -1.26488  -0.22703
C  0.42459  -0.17976  0.01834
N  1.73156  -0.33412  0.02837
N  2.26081  0.83447  0.40199
C  1.25219  1.68243  0.47818
O  0.06284  1.08652  0.26695
H  -0.29068  -2.29910  -0.09474
H  1.37657  2.70553  0.67490

#x
C3H2N2OS | the ωB97M-V functional and the def2-TZVPD basis

Output
HOMO level: -10.55 eV

Atoms and positions in Å:
C  -0.59366  0.54433  0.11521
C  0.67211  0.22695  0.37857
C  -1.16027  1.71602  0.66253
N  -1.64198  2.60730  1.21726
N  1.49839  1.06716  1.57206
O  -0.11019  0.41972  3.40746
S  1.03656  1.22468  3.00462
H  -1.07338  -0.05160  -0.52676
H  1.38292  -0.54275  0.11367

Q: Which of them is the least stable? A: #x.

#w
CH5N2P | the ωB97M-V functional and the def2-TZVPD basis

Output
HOMO level (spin up / spin down): -6.95 / -6.95 eV

Atoms and positions in Å:
C  -0.49963  -2.04730  0.31659
N  0.20122  2.49479  -0.33901
N  0.24934  -1.42724  -0.48404
P  -0.19907  2.91470  1.17371
H  -0.19898  -2.72452  1.13696
H  -1.55792  -1.94087  0.28201
H  -0.29951  1.66510  -0.71057
H  1.11399  2.72818  -0.79973
H  1.19056  -1.66285  -0.57593

#x
CH5N2P | the ωB97M-V functional and the def2-TZVPD basis

Output
HOMO level (spin up / spin down): -8.28 / -8.28 eV

Atoms and positions in Å:
C  -0.96731  1.07939  0.30508
N  1.58543  -0.65012  0.45826
N  1.77012  0.48901  0.19589
P  -1.46029  -0.55163  0.17843
H  -1.18121  1.60033  -0.55443
H  -0.80556  1.73242  1.12444
H  2.17379  -1.38142  0.92041
H  0.75134  -1.23568  0.06290
H  -2.28942  -0.44736  -0.96279

Q: Which of them is the least stable? A: #x.

#w
CH2FO2S | the ωB97M-V functional and the def2-TZVPD basis

Output
Charge: -1
Multiplicity: 3
HOMO level (spin up / spin down): -4.55 / -4.49 eV

Atoms and positions in Å:
C  -0.30182  0.45765  -0.06139
O  1.26981  2.19587  0.94133
O  -0.12994  2.86999  -0.82965
F  -2.07480  0.37198  2.37880
S  -0.00757  2.03155  0.32893
H  -1.38877  0.29399  -0.30956
H  -0.23641  -0.15397  0.84034

#x
CH2FO2S | the ωB97M-V functional and the def2-TZVPD basis

Output
Charge: -1
Multiplicity: 3
HOMO level (spin up / spin down): -0.96 / -4.45 eV

Atoms and positions in Å:
C  -0.40520  0.99562  0.52528
O  1.12904  -0.99943  -1.98846
O  -0.00038  -2.44698  -0.30639
F  -1.08230  0.56467  1.72904
S  0.96369  -1.30673  -0.58629
H  -1.15771  1.57757  0.06522
H  0.55285  1.61529  0.56161

Q: Which of them is the least stable? A: #w.

#w
C2H8N3 | the ωB97M-V functional and the def2-TZVPD basis

Output
SMILES string: C/C(N)=[NH+]/N
Charge: +1
HOMO level: -14.67 eV

Atoms and positions in Å:
C  -1.57713  0.63382  -0.07937
C  -0.22425  0.09046  -0.06589
N  0.03188  -1.50597  -0.00506
N  0.86000  0.77911  0.06787
N  2.11809  0.25318  0.10033
H  -2.09135  0.37792  -1.00723
H  -1.56313  1.71684  0.02714
H  -2.16199  0.20333  0.73497
H  -0.84986  -1.98396  -0.15042
H  0.70524  -1.75435  -0.71789
H  0.80047  1.79843  0.04174
H  2.81116  0.88086  0.49102
H  2.13555  -0.67374  0.51988

#x
C2H8N3 | the ωB97M-V functional and the def2-TZVPD basis

Output
SMILES string: C=NNC[NH3+]
Charge: +1
HOMO level: -15.00 eV

Atoms and positions in Å:
C  2.28807  0.26727  -0.11266
N  1.03256  0.47380  -0.08888
N  0.12958  -0.88790  -0.38104
C  -1.07657  -0.57714  0.35094
N  -1.50134  0.68626  -0.20743
H  2.95539  1.02397  -0.17190
H  2.53435  -0.73443  -0.36173
H  0.63592  -1.63897  0.07671
H  -1.80942  -1.23542  0.15499
H  -0.89246  -0.42927  1.47642
H  -2.03526  1.35649  0.37563
H  -1.92460  0.63588  -1.07566
H  -0.33622  1.05946  -0.03541

#y
C2H8N3 | the ωB97M-V functional and the def2-TZVPD basis

Output
Charge: +1
HOMO level: -13.65 eV

Atoms and positions in Å:
N  1.08739  -0.49941  -1.92373
C  0.40385  0.77031  -1.88213
N  0.09914  1.37479  -0.77410
H  0.87394  -0.96530  -1.00528
H  1.66502  -0.79272  -2.67286
H  0.24281  1.22992  -2.86559
H  -0.28631  2.34743  -0.84036
C  -1.07979  -0.93393  2.13558
N  0.09050  -0.45745  1.31244
H  -2.09741  -0.59017  1.80048
H  -1.05686  -1.88734  2.52104
H  -0.35673  -0.21732  2.74718
H  0.41443  0.62119  1.44732

#z
C2H8N3 | the ωB97M-V functional and the def2-TZVPD basis

Output
Charge: +1
HOMO level: -14.92 eV

Atoms and positions in Å:
C  0.18327  2.11434  -0.36703
C  0.25881  -1.87911  0.00779
N  -0.79168  1.37413  0.03545
N  1.18382  -1.14633  0.58729
N  -0.90955  -1.23878  -0.14457
H  1.00926  1.74849  -0.94299
H  0.29503  3.16016  -0.34812
H  0.32575  -2.88827  -0.46252
H  0.91703  -0.23141  0.54555
H  2.20168  -1.49938  0.67428
H  -1.04966  -0.26681  0.09413
H  -1.63784  -1.60770  -0.62305
H  -1.55290  1.78331  0.41119

Q: Which of them is the least stable? A: #y.